Record 1
ORCA calculation (ωB97M-V/def2-TZVPD) on C29H22N6O2ScSe as an isolated structure in a non-equilibrium geometry.

lowest unoccupied orbital energy (spin up / spin down) = 1.1603 / 1.3127 eV
energy = -4759.67091 hartree
total charge = -1

Positions of all 61 atoms, in Å:
Sc: -0.08 -0.20 -0.04
C: -2.13 -2.54 -1.93
C: -0.76 -1.82 -1.83
O: -0.23 -2.02 -0.58
C: 1.61 -1.96 -2.97
C: 2.35 -1.10 -2.22
C: 3.84 -1.04 -2.47
N: 1.87 -0.37 -1.19
N: 2.84 0.03 -0.34
C: 2.46 0.32 0.89
O: 1.27 0.17 1.34
C: 3.54 0.68 1.83
C: 4.87 0.76 1.42
C: 5.86 1.04 2.34
C: 5.54 1.23 3.68
C: 4.22 1.16 4.09
C: 3.23 0.89 3.17
H: -2.79 -2.11 -1.18
H: -2.56 -2.43 -2.93
H: -1.98 -3.60 -1.70
H: 2.17 -2.52 -3.72
H: 4.10 -1.47 -3.44
H: 4.17 0.00 -2.42
H: 4.36 -1.59 -1.69
H: 5.10 0.59 0.38
H: 6.90 1.09 2.02
H: 6.32 1.45 4.39
H: 3.97 1.30 5.13
H: 2.19 0.81 3.48
N: -1.88 4.63 -9.16
C: -1.74 4.17 -8.12
C: -1.57 3.59 -6.85
C: -2.53 2.71 -6.34
C: -2.33 2.11 -5.12
C: -1.17 2.36 -4.37
C: -0.24 3.27 -4.87
C: -0.42 3.87 -6.10
C: -0.96 1.68 -3.10
C: -0.95 0.25 -3.08
C: -0.74 -0.47 -4.33
C: -0.23 -1.71 -4.28
C: 0.16 -2.33 -2.98
N: -1.00 -0.38 -1.94
C: -0.70 2.45 -1.96
C: -0.85 3.87 -1.86
C: -0.57 4.21 -0.56
C: -0.23 3.01 0.09
N: -0.31 1.96 -0.72
H: -3.43 2.52 -6.90
H: -3.06 1.42 -4.72
H: 0.66 3.47 -4.30
H: 0.32 4.54 -6.50
H: -0.91 0.03 -5.27
H: 0.04 -2.23 -5.19
H: 0.07 -3.42 -3.02
H: -1.17 4.53 -2.65
H: -0.59 5.19 -0.12
H: 0.07 2.89 1.12
Se: -3.02 1.33 3.55
C: -2.19 0.58 2.24
N: -1.66 0.06 1.33

Record 2
ORCA calculation (ωB97M-V/def2-TZVPD) on a 15-piece molecular cluster, C60H120O45 overall in a non-equilibrium geometry.

lowest unoccupied orbital energy = 0.5438 eV
energy = -5743.95006 hartree
total charge = 0

Positions of all 225 atoms, in Å:
C: -10.58 -6.28 -5.79
C: -10.09 -6.47 -4.34
O: -8.67 -6.43 -4.28
C: -8.03 -6.27 -3.12
O: -8.53 -6.39 -2.03
O: -6.78 -5.81 -3.39
C: -5.90 -5.50 -2.31
H: -10.43 -5.30 -6.24
H: -11.63 -6.56 -5.82
H: -10.12 -7.03 -6.43
H: -10.51 -7.46 -4.15
H: -10.68 -5.88 -3.64
H: -4.91 -5.44 -2.75
H: -5.99 -6.31 -1.59
H: -6.14 -4.57 -1.80
C: -3.09 -3.02 5.58
C: -4.48 -2.63 5.09
O: -4.34 -2.61 3.66
C: -5.29 -2.25 2.83
O: -6.48 -2.08 3.07
O: -4.73 -2.07 1.65
C: -5.61 -1.54 0.64
H: -3.00 -4.10 5.48
H: -2.86 -2.73 6.61
H: -2.23 -2.52 5.14
H: -4.84 -1.67 5.43
H: -5.14 -3.39 5.50
H: -5.19 -1.80 -0.33
H: -5.61 -0.47 0.83
H: -6.62 -1.89 0.83
C: 1.95 -5.16 -4.37
C: 1.93 -5.97 -3.01
O: 0.58 -6.46 -2.77
C: -0.24 -5.65 -2.15
O: -0.08 -4.45 -1.99
O: -1.35 -6.32 -1.91
C: -2.41 -5.67 -1.25
H: 1.25 -4.34 -4.43
H: 1.82 -5.72 -5.30
H: 2.99 -4.85 -4.53
H: 2.37 -5.42 -2.18
H: 2.60 -6.83 -3.10
H: -3.11 -6.39 -0.84
H: -2.71 -4.78 -1.82
H: -1.94 -5.17 -0.41
C: -1.53 -2.75 0.82
C: -0.23 -1.94 0.81
O: -0.48 -0.54 1.05
C: 0.52 0.31 0.98
O: 1.67 -0.01 0.79
O: 0.01 1.55 1.21
C: 0.84 2.68 1.17
H: -1.44 -3.82 1.02
H: -2.11 -2.56 -0.09
H: -2.10 -2.31 1.63
H: 0.28 -2.15 -0.12
H: 0.39 -2.26 1.65
H: 1.62 2.71 1.94
H: 0.22 3.53 1.45
H: 1.23 2.78 0.16
C: -2.64 0.20 3.49
C: -1.49 0.92 4.22
O: -1.10 0.07 5.28
C: -0.31 0.52 6.26
O: 0.29 1.60 6.23
O: -0.19 -0.40 7.14
C: 0.78 -0.51 8.14
H: -3.47 -0.05 4.15
H: -2.25 -0.75 3.12
H: -2.98 0.73 2.60
H: -1.78 1.91 4.56
H: -0.63 1.06 3.57
H: 0.63 0.03 9.08
H: 1.74 -0.19 7.74
H: 1.11 -1.53 8.36
C: 0.48 -1.23 -5.03
C: 0.55 -1.61 -3.57
O: -0.11 -0.52 -2.92
C: -1.49 -0.61 -2.63
O: -2.27 -1.53 -2.91
O: -1.73 0.42 -1.81
C: -2.99 0.45 -1.16
H: -0.50 -1.00 -5.47
H: 0.89 -2.08 -5.57
H: 1.20 -0.41 -5.03
H: 1.58 -1.56 -3.21
H: 0.11 -2.60 -3.40
H: -3.14 1.49 -0.90
H: -3.05 -0.13 -0.24
H: -3.82 0.17 -1.81
C: -4.46 3.70 3.88
C: -3.49 4.84 4.18
O: -2.21 4.37 3.92
C: -1.16 5.23 4.00
O: -1.20 6.45 4.05
O: -0.14 4.51 4.02
C: 1.16 5.00 4.46
H: -5.48 4.08 3.90
H: -4.39 2.83 4.53
H: -4.36 3.54 2.81
H: -3.59 5.14 5.23
H: -3.60 5.78 3.63
H: 1.87 4.18 4.37
H: 1.17 5.32 5.50
H: 1.49 5.78 3.77
C: 2.51 5.68 -5.89
C: 3.45 4.48 -5.54
O: 3.28 4.04 -4.22
C: 2.86 2.82 -3.92
O: 2.56 1.90 -4.70
O: 3.14 2.58 -2.59
C: 2.74 1.35 -1.89
H: 1.46 5.43 -6.03
H: 2.82 6.07 -6.86
H: 2.62 6.50 -5.19
H: 4.50 4.80 -5.51
H: 3.46 3.70 -6.29
H: 1.78 1.48 -1.39
H: 3.47 1.21 -1.09
H: 2.69 0.51 -2.58
C: 4.51 2.61 2.94
C: 4.67 2.09 1.47
O: 5.87 1.32 1.35
C: 6.46 1.21 0.16
O: 5.98 1.66 -0.92
O: 7.73 0.66 0.33
C: 8.59 0.36 -0.75
H: 5.21 3.40 3.19
H: 4.52 1.80 3.68
H: 3.53 3.09 2.95
H: 4.64 2.87 0.71
H: 3.78 1.50 1.26
H: 8.75 1.19 -1.45
H: 8.05 -0.44 -1.26
H: 9.48 -0.09 -0.31
C: -0.25 -10.85 3.78
C: -0.44 -9.79 2.59
O: -1.47 -8.88 3.05
C: -1.72 -7.78 2.30
O: -1.03 -7.33 1.34
O: -2.77 -7.13 2.96
C: -3.13 -5.78 2.70
H: 0.17 -11.80 3.46
H: -1.21 -11.05 4.26
H: 0.31 -10.37 4.58
H: -0.97 -10.25 1.75
H: 0.44 -9.26 2.22
H: -3.69 -5.69 1.77
H: -2.22 -5.18 2.62
H: -3.73 -5.48 3.56
C: 6.15 -2.00 -4.76
C: 4.71 -1.62 -4.21
O: 4.77 -1.15 -2.87
C: 4.78 -2.01 -1.90
O: 4.78 -3.24 -1.96
O: 4.74 -1.27 -0.80
C: 4.62 -1.87 0.47
H: 6.28 -3.09 -4.80
H: 7.07 -1.58 -4.36
H: 6.05 -1.76 -5.82
H: 4.02 -2.46 -4.31
H: 4.24 -0.82 -4.79
H: 4.41 -1.22 1.32
H: 5.52 -2.42 0.73
H: 3.81 -2.60 0.46
C: 0.55 7.38 -2.71
C: -1.00 7.43 -2.48
O: -1.53 8.69 -2.74
C: -1.10 9.71 -1.93
O: -0.50 9.68 -0.87
O: -1.40 10.88 -2.60
C: -0.98 12.07 -2.04
H: 0.81 6.33 -2.89
H: 1.01 7.71 -1.78
H: 0.82 7.98 -3.58
H: -1.40 7.01 -1.56
H: -1.30 6.83 -3.34
H: -1.29 12.20 -1.00
H: -1.49 12.85 -2.61
H: 0.08 12.32 -1.96
C: 6.14 5.43 -2.15
C: 5.01 4.92 -1.25
O: 4.32 6.09 -0.85
C: 3.36 5.91 0.05
O: 3.11 4.87 0.69
O: 2.62 7.04 0.02
C: 1.58 7.01 1.06
H: 6.80 6.08 -1.58
H: 5.74 5.89 -3.05
H: 6.77 4.56 -2.30
H: 5.43 4.41 -0.38
H: 4.32 4.28 -1.79
H: 2.10 7.34 1.96
H: 1.13 6.01 1.10
H: 0.70 7.64 0.92
C: 1.82 -6.01 2.07
C: 1.53 -5.11 3.22
O: 1.86 -3.85 2.84
C: 1.70 -2.90 3.80
O: 1.23 -2.99 4.90
O: 2.27 -1.81 3.30
C: 2.53 -0.69 4.07
H: 1.65 -7.06 2.28
H: 2.83 -6.01 1.67
H: 1.17 -5.80 1.22
H: 2.06 -5.40 4.13
H: 0.47 -5.08 3.47
H: 1.67 -0.02 4.16
H: 3.24 -0.09 3.49
H: 2.91 -1.08 5.02
C: -0.27 3.74 -4.59
C: -0.63 2.68 -3.47
O: -1.64 3.11 -2.49
C: -1.40 3.95 -1.48
O: -0.42 4.62 -1.15
O: -2.49 4.01 -0.68
C: -2.44 4.80 0.51
H: -1.14 4.11 -5.13
H: 0.43 3.38 -5.34
H: 0.22 4.59 -4.12
H: 0.26 2.30 -2.96
H: -0.99 1.77 -3.95
H: -1.81 4.39 1.31
H: -3.42 4.91 0.97
H: -2.05 5.80 0.34

Record 3
ORCA calculation (ωB97M-V/def2-TZVPD) on C22H26IrN3O2P as an isolated structure in a non-equilibrium geometry.

lowest unoccupied orbital energy (spin up / spin down) = -13.7062 / -16.2323 eV
2S+1 = 6
energy = -1612.41194 hartree
total charge = +4
expectation value of S² = 8.79

Positions of all 55 atoms, in Å:
N: -0.04 2.55 -0.80
C: 0.42 3.57 -1.12
C: 0.78 4.96 -1.09
H: -0.13 5.55 -1.16
H: 1.43 5.22 -1.92
H: 1.28 5.17 -0.15
N: 3.43 -1.91 -1.67
C: 4.28 -2.67 -1.85
C: 5.39 -3.61 -1.84
H: 6.18 -3.31 -2.53
H: 5.01 -4.62 -2.10
H: 5.75 -3.60 -0.80
N: -2.53 -1.04 -0.79
C: -3.19 -1.95 -1.09
C: -4.27 -2.88 -1.08
H: -4.09 -3.65 -0.33
H: -4.44 -3.34 -2.04
H: -5.16 -2.32 -0.80
Ir: 0.27 -0.30 -1.09
C: 0.57 -2.09 -0.68
O: 0.86 -3.20 -0.47
C: 1.91 0.27 -0.33
O: 2.98 0.49 0.09
C: 0.96 0.95 -3.09
C: -0.43 1.02 -3.01
C: -1.19 -0.14 -2.99
C: -0.55 -1.39 -3.03
C: 0.84 -1.45 -3.22
C: 1.58 -0.28 -3.27
H: 1.56 1.86 -3.11
H: -0.96 1.98 -3.02
H: -2.27 -0.06 -2.99
H: -1.14 -2.30 -3.00
H: 1.34 -2.41 -3.35
H: 2.66 -0.33 -3.46
C: 0.96 -0.82 2.37
P: -0.63 -0.03 1.28
C: -1.88 1.17 0.61
C: -0.96 0.69 3.00
C: -0.49 1.95 3.45
C: -0.82 2.41 4.73
C: -1.58 1.63 5.62
C: -2.07 0.39 5.17
C: -1.77 -0.08 3.88
H: 1.66 -1.30 1.69
H: 0.51 -1.53 3.08
H: 1.44 -0.01 2.94
H: -2.81 0.72 0.97
H: -1.71 2.16 1.04
H: -1.87 1.19 -0.49
H: 0.09 2.58 2.76
H: -0.48 3.40 5.06
H: -1.80 1.98 6.64
H: -2.71 -0.20 5.84
H: -2.17 -1.04 3.54

Record 4
ORCA calculation (ωB97M-V/def2-TZVPD) on C5H8N2O3 as an isolated structure in a non-equilibrium geometry.

lowest unoccupied orbital energy = -1.7135 eV
energy = -530.30791 hartree
total charge = 0

Positions of all 18 atoms, in Å:
C: -3.79 0.40 2.00
N: -3.74 0.21 0.57
C: -4.89 -0.21 -0.20
C: -4.41 -0.18 -1.67
O: -1.69 -0.46 -0.14
C: -2.59 0.44 -0.14
O: -2.93 0.90 -1.32
C: -5.42 -1.53 0.23
N: -5.84 -2.55 0.56
H: -2.86 0.90 2.32
H: -4.67 1.00 2.26
H: -3.84 -0.56 2.52
H: -5.70 0.52 -0.06
H: -5.03 -0.83 -2.30
H: -4.83 0.72 -2.14
O: -3.10 -1.87 -2.10
H: -2.20 -1.55 -1.23
H: -3.56 -2.71 -2.05